# CH4BrN2

2 unconnected molecules or ions with the total composition CH4BrN2 at a distorted geometry (ωB97M-V/def2-TZVPD, OMol25).

Geometry as XYZ:
```
8
Properties=species:S:1:pos:R:3:forces:R:3
Br 2.252 -0.053 -0.063 -1.0 0.7 -0.5
N 0.623 0.810 -0.014 2.7 0.3 1.5
N -0.525 -1.247 0.031 -1.4 -1.8 -0.6
C -0.425 0.053 0.079 -2.4 0.6 -0.6
H -1.446 -1.627 -0.285 0.9 0.4 1.0
H -1.392 0.665 0.217 1.3 -1.1 -0.7
H 0.210 -1.970 0.059 -0.1 1.1 -0.1
H 0.703 3.369 -0.025 0.0 -0.1 -0.1
```
Forces are in eV/Å.

Output
DFT total energy = -74111.40376 eV
Relative energy (zero: lowest compared OMol25 entry of this formula, charge and spin) = 628.2 kJ/mol
Highest occupied orbital energy (alpha / beta) = -0.580 / -0.520 Ha
Orbital gap (alpha / beta) = 11.1 / 4.9 eV
M = 124.0 g/mol
Charge = +1

---

# CH4BrN2

2 unconnected molecules or ions with the total composition CH4BrN2 at a distorted geometry (ωB97M-V/def2-TZVPD, OMol25).

Geometry as XYZ:
```
8
Properties=species:S:1:pos:R:3:forces:R:3
Br 0.181 -0.050 2.712 -0.3 -0.5 -0.5
N 0.967 0.558 1.180 1.3 -0.4 -4.0
N -0.961 -0.295 -0.818 -0.4 0.4 -0.2
C 0.135 0.271 -0.671 2.9 -0.6 4.4
H 0.751 0.476 -1.534 0.2 0.8 0.0
H -1.580 -0.678 -0.162 -0.6 -0.4 2.1
H -1.396 -0.288 -1.691 -0.7 -0.2 -2.3
H 1.901 0.006 0.984 -2.4 0.9 0.5
```
Forces are in eV/Å.

Output
DFT total energy = -74112.87889 eV
Relative energy (zero: lowest compared OMol25 entry of this formula, charge and spin) = 485.8 kJ/mol
Highest occupied orbital energy = -0.525 Ha
Orbital gap = 8.5 eV
M = 124.0 g/mol
Charge = +1

---

# CH4BrN4

A gas-phase ion, CH4BrN4 (charge +1) at a distorted geometry (ωB97M-V/def2-TZVPD, OMol25).

Geometry as XYZ:
```
10
Properties=species:S:1:pos:R:3:forces:R:3
Br 1.188 -2.675 0.594 -0.8 0.7 -0.4
N 0.287 0.350 1.367 -0.7 0.1 0.4
N 0.085 -1.399 -0.238 0.2 2.2 0.6
N 0.016 0.934 -0.719 1.7 3.1 -2.5
N -0.709 1.298 -1.599 -3.7 -2.3 -0.1
C 0.043 -0.076 0.122 0.3 -3.1 2.2
H -0.400 -1.593 -1.105 0.5 -0.5 -0.2
H 0.165 -0.220 2.173 0.1 -1.2 0.2
H -0.035 1.278 1.617 0.5 0.4 -0.5
H -0.640 2.104 -2.211 1.8 0.6 0.4
```
Forces are in eV/Å.

Output
DFT total energy = -77094.45620 eV
Relative energy (zero: lowest compared OMol25 entry of this formula, charge and spin) = 96.3 kJ/mol
Highest occupied orbital energy (alpha / beta) = -0.524 / -0.524 Ha
Orbital gap (alpha / beta) = 8.7 / 8.7 eV
M = 152.0 g/mol
Charge = +1

---

# CH4BrNO

2 unconnected molecules or ions with the total composition CH4BrNO at a distorted geometry (ωB97M-V/def2-TZVPD, OMol25).

Geometry as XYZ:
```
8
Properties=species:S:1:pos:R:3:forces:R:3
Br 2.303 0.019 -0.610 -0.2 -0.4 0.4
O -0.698 -0.682 0.435 1.0 0.2 -0.6
N 1.050 -1.262 -0.793 -2.7 1.3 -0.1
C -0.958 0.705 0.361 0.7 -1.1 0.3
H -0.103 1.045 -0.181 1.0 1.1 -0.5
H -1.007 1.295 1.303 0.3 -0.9 -0.1
H 1.218 -2.113 -0.273 0.4 0.1 1.0
H -1.805 0.992 -0.241 -0.6 -0.4 -0.4
```
Forces are in eV/Å.

Output
DFT total energy = -74676.25873 eV
Relative energy (zero: lowest compared OMol25 entry of this formula, charge and spin) = 334.2 kJ/mol
Highest occupied orbital energy (alpha / beta) = -0.353 / -0.353 Ha
Orbital gap (alpha / beta) = 7.5 / 7.5 eV
M = 126.0 g/mol

---

# CH4BrNO3S

A molecular structure, CH4BrNO3S at a distorted geometry (ωB97M-V/def2-TZVPD, OMol25).

Geometry as XYZ:
```
11
Properties=species:S:1:pos:R:3:forces:R:3
Br -1.212 1.030 3.126 -0.1 0.3 0.5
S 0.485 0.915 0.648 -0.1 -2.3 0.1
O 1.627 0.959 1.493 0.7 -0.5 0.1
O 0.211 0.003 -1.949 -0.7 0.0 0.8
O -0.090 2.126 0.213 -0.7 1.0 -1.1
N 1.024 -0.253 -0.823 -2.1 0.9 2.6
C -0.872 0.025 1.551 1.1 2.5 -0.4
H -1.738 0.068 0.978 -1.4 0.2 -1.2
H -0.694 -0.932 1.849 1.1 -2.6 0.5
H 1.801 0.360 -0.903 1.6 0.5 -1.1
H -0.659 -0.331 -1.638 0.7 0.1 -0.7
```
Forces are in eV/Å.

Output
DFT total energy = -89608.58899 eV
Relative energy (zero: lowest compared OMol25 entry of this formula, charge and spin) = 8.7 kJ/mol
Highest occupied orbital energy = -0.377 Ha
Orbital gap = 10.3 eV
M = 190.0 g/mol

---

# CH4BrOP

2 unconnected molecules or ions with the total composition CH4BrOP at a distorted geometry (ωB97M-V/def2-TZVPD, OMol25).

Geometry as XYZ:
```
8
Properties=species:S:1:pos:R:3:forces:R:3
Br 3.040 0.552 0.547 -2.0 -0.7 -0.3
P -1.341 -0.566 1.305 0.2 0.3 0.2
O -0.030 -0.071 -0.916 1.0 0.6 -2.0
C -1.211 -0.148 -0.319 0.2 0.0 2.3
H 1.586 0.076 0.331 2.2 0.7 0.2
H -2.107 0.263 -0.699 -0.7 0.0 -1.5
H 0.068 -0.432 1.576 -0.3 -0.5 -0.1
H -0.004 0.326 -1.825 -0.4 -0.5 1.2
```
Forces are in eV/Å.

Output
DFT total energy = -82478.65943 eV
Relative energy (zero: lowest compared OMol25 entry of this formula, charge and spin) = 128.0 kJ/mol
Highest occupied orbital energy = -0.332 Ha
Orbital gap = 9.3 eV
M = 142.9 g/mol

---

# CH4BrP

2 unconnected molecules or ions with the total composition CH4BrP at a distorted geometry (ωB97M-V/def2-TZVPD, OMol25).

Geometry as XYZ:
```
7
Properties=species:S:1:pos:R:3:forces:R:3
Br -2.460 0.307 -0.112 -0.5 0.3 -0.1
P -0.706 -0.976 -0.007 1.5 0.4 -3.1
C 0.558 0.265 0.496 0.7 -0.5 -1.9
H 1.510 -0.218 0.230 -0.1 0.0 0.4
H 0.644 1.278 0.078 -0.7 -0.4 0.0
H 0.033 -0.921 -2.216 -1.0 -0.1 2.6
H 0.421 0.265 1.530 0.2 0.4 2.0
```
Forces are in eV/Å.

Output
DFT total energy = -80430.62802 eV
Relative energy (zero: lowest compared OMol25 entry of this formula, charge and spin) = 256.5 kJ/mol
Highest occupied orbital energy (alpha / beta) = -0.323 / -0.336 Ha
Orbital gap (alpha / beta) = 8.0 / 8.3 eV
M = 126.9 g/mol

---

# CH4BrP

2 unconnected molecules or ions with the total composition CH4BrP at a distorted geometry (ωB97M-V/def2-TZVPD, OMol25).

Geometry as XYZ:
```
7
Properties=species:S:1:pos:R:3:forces:R:3
Br 2.957 0.052 -0.020 0.4 -0.2 0.0
P -0.469 -1.090 -0.027 3.3 0.1 -2.9
C 0.092 0.606 -0.025 -0.8 0.3 -0.4
H -0.070 1.159 0.899 0.4 0.4 -0.6
H -1.452 -0.631 -0.834 -1.5 -0.4 -1.0
H -1.136 -1.145 1.065 -2.0 -0.1 3.3
H 0.078 1.049 -1.058 0.3 -0.1 1.5
```
Forces are in eV/Å.

Output
DFT total energy = -80428.77642 eV
Relative energy (zero: lowest compared OMol25 entry of this formula, charge and spin) = 77.5 kJ/mol
Highest occupied orbital energy (alpha / beta) = -0.290 / -0.368 Ha
Orbital gap (alpha / beta) = 8.9 / 6.6 eV
M = 126.9 g/mol
2S+1 = 3

---

# CH4BrP

2 unconnected molecules or ions with the total composition CH4BrP at a distorted geometry (ωB97M-V/def2-TZVPD, OMol25).

Geometry as XYZ:
```
7
Properties=species:S:1:pos:R:3:forces:R:3
Br 2.514 0.418 0.214 0.4 0.4 -0.2
P 1.177 -1.211 -0.383 1.5 -0.3 -2.8
C -1.116 0.525 -0.174 -1.0 0.3 0.5
H -0.718 1.090 -1.008 0.2 0.0 0.4
H 0.879 -1.310 0.880 -1.1 -0.7 2.9
H -0.748 0.572 0.869 -0.2 0.1 -1.0
H -1.989 -0.085 -0.398 0.2 0.1 0.2
```
Forces are in eV/Å.

Output
DFT total energy = -80429.55954 eV
Relative energy (zero: lowest compared OMol25 entry of this formula, charge and spin) = 1.9 kJ/mol
Highest occupied orbital energy (alpha / beta) = -0.273 / -0.371 Ha
Orbital gap (alpha / beta) = 7.9 / 8.3 eV
M = 126.9 g/mol
2S+1 = 3

---

# CH4Cl2OSi

2 unconnected molecules or ions with the total composition CH4Cl2OSi at a distorted geometry (ωB97M-V/def2-TZVPD, OMol25).

Geometry as XYZ:
```
9
Properties=species:S:1:pos:R:3:forces:R:3
Cl -3.677 1.770 0.090 -2.3 0.6 0.2
Cl 2.549 1.302 -0.074 -0.6 -0.2 0.0
Si 0.644 0.515 0.076 0.7 -0.5 -0.2
O -0.525 1.391 0.435 -0.6 0.2 0.0
C 0.824 -1.340 -0.105 -0.7 0.8 0.2
H 1.790 -1.346 -0.556 1.1 -0.7 0.3
H 0.207 -1.975 -0.727 -0.6 0.5 -0.2
H 0.705 -1.719 0.920 0.7 -0.1 -0.2
H -2.517 1.402 -0.059 2.3 -0.5 -0.1
```
Forces are in eV/Å.

Output
DFT total energy = -36073.62859 eV
Relative energy (zero: lowest compared OMol25 entry of this formula, charge and spin) = 264.5 kJ/mol
Highest occupied orbital energy = -0.402 Ha
Orbital gap = 10.7 eV
M = 131.0 g/mol

---

# CH4ClN2O

A gas-phase ion, CH4ClN2O (charge +1) at a distorted geometry (ωB97M-V/def2-TZVPD, OMol25).

Geometry as XYZ:
```
9
Properties=species:S:1:pos:R:3:forces:R:3
Cl -1.552 -1.433 -0.032 0.4 -0.4 -0.1
O -1.379 1.576 -0.077 -0.5 -0.6 1.9
N -0.097 1.058 0.052 0.8 -3.0 -1.9
N 1.132 -1.044 -0.030 0.4 -2.4 0.5
C -0.108 -0.675 -0.100 1.3 5.0 0.5
H -1.838 1.516 0.867 1.7 0.3 -2.6
H 1.822 -0.262 0.074 -0.6 -1.2 -0.1
H 0.544 1.355 -0.841 -2.6 -0.5 2.3
H 1.475 -2.090 0.085 -1.0 2.9 -0.4
```
Forces are in eV/Å.

Output
DFT total energy = -18641.22398 eV
Relative energy (zero: lowest compared OMol25 entry of this formula, charge and spin) = 241.9 kJ/mol
Highest occupied orbital energy = -0.549 Ha
Orbital gap = 9.7 eV
M = 95.5 g/mol
Charge = +1

---

# CH4ClN2O

A gas-phase ion, CH4ClN2O (charge +1) at a distorted geometry (ωB97M-V/def2-TZVPD, OMol25).

Geometry as XYZ:
```
9
Properties=species:S:1:pos:R:3:forces:R:3
Cl -2.767 0.196 0.162 0.5 -0.4 0.1
O -1.236 -0.702 0.241 -5.7 -2.2 0.8
N 0.062 1.118 -0.091 0.3 4.9 -1.2
N 1.248 -1.079 -0.195 -6.2 0.1 -0.5
C -0.255 -0.071 0.016 9.9 -4.0 -1.1
H 0.835 -2.100 -0.033 1.7 2.8 0.2
H 0.965 1.473 -0.442 -0.5 -0.9 0.4
H -0.667 1.810 -0.170 -0.4 0.4 0.3
H 1.815 -0.646 0.512 0.4 -0.7 1.0
```
Forces are in eV/Å.

Output
DFT total energy = -18640.82563 eV
Relative energy (zero: lowest compared OMol25 entry of this formula, charge and spin) = 280.4 kJ/mol
Highest occupied orbital energy = -0.584 Ha
Orbital gap = 8.9 eV
M = 95.5 g/mol
Charge = +1